Version one
This record from the OMol25 dataset describes a cluster of 3 separate species, C3H11NO3 in total. The level of theory is ωB97M-V/def2-TZVPD.

Summary:
charge = -1
multiplicity = 2
expectation value of S² = 0.75
E_LUMO (alpha / beta) = 3.9 / 3.7 eV

CARTESIAN COORDINATES (ANGSTROEM)
O 1.67268 -0.18374 1.60546
C 0.89980 0.72782 1.14656
C -0.64001 0.56557 1.03427
C -1.24498 1.38674 -0.11700
N -1.25129 -0.75842 1.06736
H 1.19400 1.73853 0.83551
H -0.82784 1.03961 2.01702
H -2.22581 0.92526 -0.30154
H -0.54824 1.49786 -0.92888
H -1.54400 2.42430 0.10974
H -0.85866 -1.36940 1.77253
H -1.12182 -1.29103 0.21024
H 0.29788 -0.11904 -2.51265
H -1.22279 -0.65658 -2.59108
O -0.62296 0.03426 -2.76245
H 1.99589 -1.82491 -1.19574
H 1.19832 -1.14586 -0.07206
O 1.14636 -1.40643 -1.02518


Version two
This record from the OMol25 dataset describes a cluster of 3 separate species, C3H11NO3 in total. The level of theory is ωB97M-V/def2-TZVPD.

Summary:
charge = -1
multiplicity = 2
expectation value of S² = 0.75
E_LUMO (alpha / beta) = 3.5 / 3.4 eV

CARTESIAN COORDINATES (ANGSTROEM)
C -1.92361 -1.54069 0.20315
C -0.91094 -1.59509 1.34972
C 0.51818 -1.90498 0.97333
O 0.88418 -2.51254 0.01451
N -1.80122 -0.26625 -0.48061
H -1.65869 -2.28979 -0.54946
H -2.88910 -1.80371 0.66261
H -0.78518 -0.58786 1.77452
H -1.27029 -2.19209 2.19764
H 1.19142 -1.45766 1.70190
H -2.34831 -0.22358 -1.33079
H -2.05589 0.51685 0.11556
H 1.80106 3.25740 -0.08875
H 3.04204 3.18865 0.75880
O 2.31139 2.63231 0.45146
H 2.02673 2.09549 -1.83254
H 1.67054 2.08351 -3.27558
O 2.19768 2.60003 -2.64548


What should be chosen as the most stable of them? Choose version one.


Version one
This record from the OMol25 dataset describes a cluster of 2 separate species, C4H5F2N in total. The level of theory is ωB97M-V/def2-TZVPD.

Summary:
E_LUMO = 1.0 eV

CARTESIAN COORDINATES (ANGSTROEM)
C 1.53782 -0.59759 1.92974
C 1.23280 -2.30860 -1.05081
C -0.04501 1.02661 1.06145
C -0.03588 -2.14829 -0.70463
N 0.78668 0.28692 1.48083
F -0.91048 -1.45129 -1.45876
F -0.77716 -2.53079 0.33687
H 2.16593 -1.34613 1.32669
H 1.48711 -0.89567 3.07259
H 1.61942 -2.21356 -2.04224
H 1.91012 -2.65217 -0.22534
H 0.15552 1.99276 0.69129


Version two
This record from the OMol25 dataset describes a cluster of 2 separate species, C4H5F2N in total. The level of theory is ωB97M-V/def2-TZVPD.

Summary:
structure (SMILES) = C=C(F)F.CC#N
E_LUMO = 0.8 eV

CARTESIAN COORDINATES (ANGSTROEM)
C -1.44508 -0.96621 -0.85093
C -1.37880 -0.48910 0.37130
F -0.54954 -0.93196 1.31327
F -2.19248 0.41104 0.89280
H -2.16577 -0.56902 -1.53650
H -0.76133 -1.72089 -1.18241
C 1.77745 0.40896 0.28222
C 0.67637 1.26477 -0.06109
N -0.14327 2.01276 -0.33756
H 1.77212 0.21570 1.35423
H 2.70815 0.90222 0.00636
H 1.70216 -0.53827 -0.25168


What should be chosen as the most stable of them? Choose version two.


Version one
This record from the OMol25 dataset describes a cluster of 2 separate species, C6H13NO in total. The level of theory is ωB97M-V/def2-TZVPD.

Summary:
charge = +1
multiplicity = 2
expectation value of S² = 0.76
E_LUMO (alpha / beta) = -4.0 / -7.8 eV

CARTESIAN COORDINATES (ANGSTROEM)
C 2.63710 1.53619 -0.20716
C 2.27267 0.21958 0.25166
C 1.09256 -0.27468 -0.11528
N 0.66831 -1.62285 0.12297
C -0.74270 -1.75799 0.50092
C -2.77191 -0.61603 -0.26993
C -1.63691 -1.32161 -0.54156
H 1.99802 2.26797 0.21662
H 3.73103 1.87962 -0.01626
H 2.35717 1.65989 -1.32506
H 3.00147 -0.26082 0.97918
H 0.42267 0.29192 -0.64913
H 1.14427 -1.92373 0.93059
H -0.96357 -1.09124 1.32279
H -0.98587 -2.68781 1.00955
H -3.36924 -0.50625 0.72062
H -3.33041 -0.17369 -1.11676
H -1.16730 -1.13289 -1.49724
H -2.19751 2.02176 -0.16053
H -0.87258 1.33068 -0.19075
O -1.28725 2.16197 0.03476


Version two
This record from the OMol25 dataset describes a cluster of 2 separate species, C6H13NO in total. The level of theory is ωB97M-V/def2-TZVPD.

Summary:
charge = +1
multiplicity = 2
expectation value of S² = 0.76
E_LUMO (alpha / beta) = -3.5 / -7.2 eV

CARTESIAN COORDINATES (ANGSTROEM)
C 0.22540 -2.79906 -0.10368
N -0.76117 -0.55346 -1.64581
C 0.00863 -0.41880 -0.46258
C 0.48140 -1.41035 0.34231
C 1.31819 -1.24201 1.53502
C 2.53153 -1.71188 1.48276
C 0.44054 1.00655 -0.24483
H 1.07271 -3.43443 0.19360
H -0.75162 -3.14117 0.25284
H 0.05900 -2.82642 -1.23602
H -1.39640 -1.35651 -1.63102
H -1.12191 0.43562 -1.88534
H 0.96025 -0.67468 2.42738
H 3.17486 -1.83410 2.30106
H 2.96242 -2.32287 0.60663
H -0.19163 1.83744 -0.56379
H 0.60711 1.32200 0.79088
H 1.40545 1.13262 -0.74824
H -2.84170 4.58329 -0.61426
H -3.82372 5.44723 0.12524
O -3.10258 5.51993 -0.47404


What should be chosen as the most stable of them? Choose version two.


Version one
This record from the OMol25 dataset describes a cluster of 2 separate species, C2HFN2O2 in total. The level of theory is ωB97M-V/def2-TZVPD.

Summary:
structure (SMILES) = [O-][N+]#CF.C#[N+][O-]
E_LUMO = -1.4 eV

CARTESIAN COORDINATES (ANGSTROEM)
O -1.90701 1.81565 -0.24433
N -0.69895 1.90025 -0.15472
C 0.33308 2.33408 0.21144
F 1.59165 2.21329 -0.17039
C 0.55919 -1.63729 0.31804
N 0.00020 -2.53073 -0.14435
O -0.69486 -3.42329 -0.58198
H 0.81671 -0.67197 0.76630


Version two
This record from the OMol25 dataset describes the molecule C2HFN2O2. The level of theory is ωB97M-V/def2-TZVPD.

Summary:
structure (SMILES) = Oc1nnc(F)o1
E_LUMO = 0.4 eV

CARTESIAN COORDINATES (ANGSTROEM)
O -1.47015 -1.29990 -0.07244
C -0.40080 -0.55165 0.11298
N 0.66297 -0.64711 0.83148
N 1.37106 0.50414 0.52257
C 0.71222 1.11204 -0.39541
F 1.06979 2.21687 -0.97830
O -0.44599 0.57005 -0.69410
H -1.49910 -1.90444 0.67322


What should be chosen as the most stable of them? Choose version two.